Entry 1:
C40H71AlBBr4Cl5F6MgN6O8S | ωB97M-V with the def2-TZVPD basis set

CARTESIAN COORDINATES (ANGSTROEM)
C (-0.37768, -6.08021, 3.58496)
C (-0.90242, -5.65268, 5.03676)
N (-0.01194, -5.31176, 5.95586)
C (-2.47071, -5.61140, 5.46776)
N (-3.25698, -4.64072, 4.65661)
C (-4.36460, -4.00113, 5.38088)
C (-4.98425, -2.75249, 4.50653)
C (-6.61208, -2.79955, 4.61217)
C (-7.31259, -1.51751, 3.88600)
C (-8.91769, -1.70597, 4.14941)
N (-9.48085, -2.94143, 3.52999)
O (-4.45515, -1.52433, 5.05800)
C (-3.90489, -0.63355, 4.04685)
C (-4.56599, 0.82570, 4.29596)
C (-3.54020, 1.94322, 4.83221)
C (-2.74732, 2.72492, 3.63404)
C (-1.19719, 3.03472, 4.01968)
C (-0.57188, 4.28252, 3.21836)
C (0.07343, 3.90720, 1.79434)
C (1.43402, 4.70121, 1.44959)
C (1.77970, 4.70520, -0.13721)
C (3.19700, 5.38540, -0.42751)
C (3.40763, 5.81313, -1.96198)
C (3.67134, 4.52561, -2.89759)
C (5.06768, 3.77801, -2.62363)
N (5.19429, 2.72481, -3.70733)
C (6.45019, 2.48490, -4.39429)
C (6.09328, 1.36519, -5.43067)
C (4.59374, 0.98465, -5.30890)
C (4.05894, 1.90517, -4.15906)
C (-2.30536, -0.66159, 4.19944)
C (-1.60841, -2.02673, 3.72117)
O (-0.69727, -2.48085, 4.47066)
Cl (-2.08042, -2.86245, 2.13287)
N (-5.50379, -4.87959, 5.79435)
C (-5.52557, -5.22338, 7.21799)
O (-6.63056, -5.59012, 7.70700)
F (-4.43868, -5.13054, 8.12095)
C (-5.74104, -6.02118, 4.91417)
O (-5.75762, -7.18335, 5.40350)
F (-5.91181, -5.94201, 3.49833)
H (-0.23944, -7.22432, 3.49792)
H (0.69124, -5.64287, 3.47250)
H (-0.98135, -5.65375, 2.71196)
H (0.94735, -5.37485, 5.57634)
H (-2.88388, -6.66448, 5.24334)
H (-2.46745, -5.42270, 6.59331)
H (-3.49832, -4.97873, 3.71726)
H (-3.90461, -3.49062, 6.31542)
H (-4.69112, -2.96655, 3.42197)
H (-6.97216, -2.74560, 5.71430)
H (-7.04884, -3.72316, 4.06467)
H (-7.01542, -0.59923, 4.51448)
H (-7.05898, -1.42810, 2.77609)
H (-9.51868, -0.75435, 3.89458)
H (-9.02897, -1.84570, 5.31178)
H (-9.59787, -3.65177, 4.28052)
H (-8.79866, -3.28417, 2.83931)
H (-4.14672, -0.92103, 2.96534)
H (-5.44406, 0.79067, 5.04620)
H (-4.98314, 1.20689, 3.28485)
H (-4.19086, 2.76578, 5.33067)
H (-2.82901, 1.58094, 5.66274)
H (-3.24010, 3.75088, 3.46497)
H (-2.83366, 2.16133, 2.62640)
H (-1.19203, 3.29304, 5.14852)
H (-0.59404, 2.08679, 3.79803)
H (0.28523, 4.71049, 3.86957)
H (-1.33430, 5.14369, 3.07892)
H (0.30135, 2.78816, 1.69407)
H (-0.68713, 4.19935, 0.97204)
H (1.40832, 5.80328, 1.79120)
H (2.34150, 4.23417, 2.00169)
H (1.82890, 3.59548, -0.49908)
H (0.89024, 5.21831, -0.68096)
H (3.34226, 6.32708, 0.20882)
H (4.01735, 4.62810, -0.16416)
H (4.26435, 6.57590, -2.07773)
H (2.41600, 6.32459, -2.39099)
H (2.74193, 3.84968, -2.77316)
H (3.71968, 4.90721, -3.99282)
H (5.18998, 3.34878, -1.57229)
H (5.90455, 4.54205, -2.81583)
H (7.47661, 2.96245, -4.26235)
H (6.78944, 0.88964, -6.21217)
H (3.93561, 0.25289, -5.88143)
H (2.99372, 1.96064, -3.72605)
H (-1.75625, 0.19163, 3.66568)
H (-2.08433, -0.51675, 5.32765)
C (4.98684, 3.05966, -9.32703)
Cl (6.17484, 4.20678, -9.98135)
Cl (5.60578, 2.33953, -7.82177)
Cl (3.46365, 3.91028, -8.99113)
Cl (4.69011, 1.76027, -10.49727)
C (2.77340, 5.81751, 6.07839)
Br (2.33264, 4.01217, 5.51995)
Br (2.80744, 7.04765, 4.57742)
Br (1.60319, 6.43926, 7.49383)
H (3.78215, 5.78704, 6.48855)
C (2.02123, 1.06688, -1.20834)
O (1.02114, 1.91772, -1.02662)
H (1.83578, 0.21506, -1.89213)
H (2.96265, 1.47633, -1.63850)
H (2.40628, 0.54293, -0.31628)
C (-13.23951, -1.77014, 4.38625)
C (-12.23318, -0.77769, 3.88238)
N (-11.43674, 0.00825, 3.48364)
H (-12.83165, -2.31249, 5.24156)
H (-14.15723, -1.24642, 4.69763)
H (-13.48583, -2.48345, 3.59657)
C (3.18085, -2.12334, -7.38802)
S (1.73533, -1.32308, -8.11683)
O (1.31910, -0.22248, -7.19403)
C (0.60588, -2.70262, -7.85634)
H (4.01415, -1.41870, -7.40721)
H (2.96670, -2.40567, -6.35491)
H (3.44115, -3.00648, -7.97327)
H (0.55991, -2.94416, -6.79026)
H (0.94985, -3.56877, -8.42407)
H (-0.38570, -2.41233, -8.20648)
C (9.33629, 0.91576, -6.30676)
O (8.91010, 0.12797, -7.40713)
C (9.41529, 0.61780, -8.65260)
C (10.59403, -0.21854, -9.13896)
O (11.72593, -0.06190, -8.28577)
C (11.89669, -1.16580, -7.40587)
H (9.08569, 0.38041, -5.38815)
H (10.41467, 1.09041, -6.32059)
H (8.80436, 1.87452, -6.31046)
H (9.68935, 1.67454, -8.57399)
H (8.60136, 0.53398, -9.37983)
H (10.89034, 0.13848, -10.13013)
H (10.31582, -1.27379, -9.23143)
H (12.26366, -2.03216, -7.96397)
H (10.96698, -1.42465, -6.89145)
H (12.64266, -0.89199, -6.65731)
Al (-9.64194, -0.16010, 6.22675)
B (-0.55435, -4.18140, -3.98883)
F (0.53958, -4.43464, -4.88833)
F (-0.14957, -3.21090, -3.00871)
F (-1.67255, -3.67381, -4.73232)
F (-0.92609, -5.39901, -3.33302)
Br (1.00750, 7.06693, -1.37851)
Mg (-15.23658, -0.29984, 6.03076)

The value obtained for the HOMO energy is -10.80 eV. The value obtained for the LUMO energy is -10.116 eV. The charge is +2. As for the total energy: -16557.618074 a.u. The value obtained for the max |F| is 6.7 eV/Å.

Atom charges from the Mulliken analysis, given in e for atoms 1 to 6: number 1, C, carries -1.121; number 2, C, carries 0.600; number 3, N, carries -0.699; number 4, C, carries -0.490; number 5, N, carries -0.104; number 6, C, carries -1.557

---

Entry 2:
C40H71AlBrCsIN2O15PS2 | ωB97M-V with the def2-TZVPD basis set

CARTESIAN COORDINATES (ANGSTROEM)
C (-3.13570, 0.31692, -3.03108)
C (-3.40446, -0.05865, -1.74898)
C (-2.70390, 0.37132, -0.50346)
C (-1.92990, -0.62441, 0.03480)
C (-1.84576, -1.93512, -0.66907)
C (-2.69664, -3.04079, -0.12557)
O (-2.45793, -3.78615, 0.74410)
I (-4.60642, -3.28501, -1.19136)
C (-1.22866, -0.35199, 1.17238)
Br (-0.11683, -1.72929, 1.85780)
C (-1.28619, 0.84772, 1.79850)
C (-0.51912, 1.09803, 3.05721)
O (-1.47067, 1.38598, 4.11943)
C (-2.45656, 0.35663, 4.20623)
C (-2.04951, 1.85311, 1.26370)
C (-2.76379, 1.62131, 0.10983)
C (-3.56187, 2.71626, -0.47009)
O (-4.08052, 2.64203, -1.55685)
C (-3.69201, 3.96591, 0.26644)
C (-3.02193, 4.20423, 1.37787)
C (-2.09678, 3.21819, 1.89941)
O (-1.35902, 3.55424, 2.80124)
H (-2.76566, -0.45065, -3.71744)
H (-3.34079, 1.28312, -3.44555)
H (-4.19389, -0.77493, -1.59825)
H (-2.15231, -1.81429, -1.69082)
H (-0.81212, -2.23306, -0.70848)
H (0.12996, 0.29438, 3.35474)
H (0.01114, 2.03007, 2.89744)
H (-2.03287, -0.60249, 3.95968)
H (-2.76807, 0.30265, 5.23632)
H (-3.32831, 0.58118, 3.61026)
H (-4.33559, 4.71334, -0.13957)
H (-3.10277, 5.14099, 1.88190)
C (-0.15840, 1.05525, 7.70647)
S (0.36043, -0.50969, 6.95204)
O (-0.83655, -1.36536, 6.86214)
C (1.32387, -1.06664, 8.35863)
H (-0.80955, 1.56804, 7.00966)
H (-0.69396, 0.86361, 8.63329)
H (0.71868, 1.66788, 7.89835)
H (0.69325, -1.11712, 9.23801)
H (2.15474, -0.37725, 8.52377)
H (1.71018, -2.05331, 8.12816)
C (1.76007, 5.74841, 0.52030)
C (0.80956, 4.68696, -0.02404)
C (-0.22171, 5.25168, -1.01366)
C (-1.04235, 6.21977, -0.31455)
N (-1.62415, 6.98455, 0.30071)
H (1.22891, 6.51749, 1.08614)
H (2.48917, 5.29488, 1.19282)
H (2.30515, 6.23608, -0.28888)
H (0.28949, 4.21007, 0.81478)
H (1.37662, 3.90857, -0.52149)
H (-0.86903, 4.45413, -1.38170)
H (0.26087, 5.71046, -1.87571)
C (-1.95280, -1.17738, -7.94498)
C (-1.48501, -1.31944, -6.43527)
C (-0.57166, -2.56367, -6.33862)
O (-2.56692, -1.47183, -5.73683)
H (-2.51548, -2.05721, -8.24918)
H (-2.58957, -0.29585, -8.03193)
H (-1.09950, -1.06174, -8.61569)
H (-0.83611, -0.41244, -6.22501)
H (-1.09274, -3.47085, -6.64605)
H (-0.22260, -2.68744, -5.31473)
H (0.30163, -2.44205, -6.97956)
C (-4.66660, -5.95206, -7.26033)
N (-5.72726, -5.83293, -6.20483)
C (-6.19097, -7.20952, -5.86651)
C (-6.87334, -5.05019, -6.74398)
C (-5.19128, -5.21090, -4.93266)
C (-4.69794, -3.79239, -5.04160)
O (-3.61704, -3.71859, -5.95958)
H (-5.03964, -6.63310, -8.02201)
H (-4.49056, -4.98374, -7.70513)
H (-3.76478, -6.34956, -6.80802)
H (-6.59227, -7.66957, -6.76410)
H (-6.96261, -7.14015, -5.10458)
H (-5.34307, -7.77914, -5.49763)
H (-6.52259, -4.07148, -7.05271)
H (-7.62925, -4.95735, -5.96837)
H (-7.27542, -5.57932, -7.60314)
H (-4.38383, -5.86368, -4.60388)
H (-6.00423, -5.25266, -4.20927)
H (-4.34991, -3.46923, -4.05678)
H (-5.49778, -3.11231, -5.35193)
H (-3.43262, -2.78977, -6.14412)
Cs (0.58132, 2.58596, 5.94283)
C (1.05899, -5.45097, 11.32701)
S (1.55209, -3.71594, 11.45167)
O (0.83511, -3.00604, 10.36283)
C (3.24947, -3.94389, 10.91870)
H (-0.00092, -5.52176, 11.58432)
H (1.21360, -5.79295, 10.27670)
H (1.64050, -6.06790, 12.01284)
H (3.27173, -4.39699, 9.92684)
H (3.77441, -4.57320, 11.63714)
H (3.71961, -2.96424, 10.88400)
C (-0.06268, 2.23665, -3.74072)
C (1.17905, 1.72923, -2.98059)
O (1.58390, 0.56490, -3.23858)
O (1.64762, 2.53957, -2.17868)
H (-0.44114, 1.49284, -4.42711)
H (-0.85316, 2.48595, -3.02949)
H (0.19271, 3.13366, -4.30497)
Al (0.12855, -6.90744, 8.99879)
O (-4.83526, -0.65437, -8.12034)
H (-4.44848, -0.69501, -7.22661)
O (5.56883, 2.91879, 2.09193)
P (6.54362, 3.40229, 1.08846)
O (6.84405, 2.21821, 0.02753)
C (5.74332, 1.49475, -0.54726)
C (4.99479, 2.30871, -1.58066)
O (7.94668, 3.41991, 1.95210)
C (7.94320, 3.56193, 3.37042)
C (8.28430, 2.24299, 4.03141)
O (6.90751, 4.69021, 0.23699)
C (8.16678, 4.78358, -0.46279)
C (7.94269, 4.74259, -1.95698)
H (5.06358, 1.15934, 0.23826)
H (6.16841, 0.60315, -1.00697)
H (4.60338, 3.23383, -1.14747)
H (4.15563, 1.74008, -1.98171)
H (5.64967, 2.58988, -2.40594)
H (6.98360, 3.93626, 3.72559)
H (8.70051, 4.30873, 3.61832)
H (7.58643, 1.46446, 3.72405)
H (8.25556, 2.33210, 5.11935)
H (9.28187, 1.91868, 3.73471)
H (8.86010, 4.00623, -0.15950)
H (8.60016, 5.74162, -0.17608)
H (7.69006, 3.73423, -2.28145)
H (8.85060, 5.04620, -2.47936)
H (7.12401, 5.39921, -2.24916)

The value obtained for the HOMO energy is -9.69 eV. The value obtained for the LUMO energy is -7.365 eV. The charge is +2. As for the total energy: -7075.764421 a.u. The value obtained for the max |F| is 8.4 eV/Å.

Atom charges from the Mulliken analysis, given in e for atoms 1 to 6: number 1, C, carries -0.426; number 2, C, carries -1.314; number 3, C, carries 0.553; number 4, C, carries 0.687; number 5, C, carries -1.134; number 6, C, carries 0.349

---

Entry 3:
C40H71N2O6 | ωB97M-V with the def2-TZVPD basis set

CARTESIAN COORDINATES (ANGSTROEM)
C (-1.84431, 1.64924, 5.70311)
C (-1.91026, 3.07440, 4.89536)
C (-2.94090, 2.87469, 3.63601)
C (-2.13751, 2.37667, 2.25613)
C (-2.31927, 0.73448, 1.99559)
N (-2.42466, 0.40706, 0.52265)
C (-3.21311, -0.47128, -0.18187)
C (-4.34502, -1.48774, 0.46550)
C (-3.83264, -2.31827, 1.78432)
N (-2.37834, -2.71752, 1.62467)
C (-1.67681, -2.88046, 2.96112)
C (-0.12959, -2.27949, 2.91725)
C (-2.25837, -3.94647, 0.75078)
C (-0.73811, -4.59452, 0.50088)
O (-3.29224, -4.59777, 0.16871)
C (-2.85264, -0.28289, -1.80461)
C (-3.93389, 0.87464, -2.22507)
C (-3.62761, 1.63957, -3.64055)
C (-3.47745, 3.24610, -3.29240)
C (-2.34121, 4.03105, -4.17583)
O (-2.17082, 3.54138, -5.55260)
C (-1.27351, 0.09117, -1.58244)
C (-0.39980, -1.26482, -1.28309)
C (-0.64835, -2.49839, -2.33370)
C (-0.43664, 0.90036, -2.73562)
O (-0.34051, 0.21860, -4.03547)
C (1.05253, 0.01712, -4.46328)
C (1.57916, -1.49277, -4.91908)
C (3.14478, -1.71196, -5.41020)
C (4.27509, -0.49348, -5.48562)
C (3.73738, 1.02232, -5.06580)
C (2.18656, 1.22314, -4.57120)
C (-1.46583, 1.20445, -0.38529)
H (-1.91109, 1.81348, 6.86360)
H (-2.78990, 1.01565, 5.36215)
H (-0.88025, 1.07290, 5.35025)
H (-2.37958, 3.93011, 5.58077)
H (-0.83943, 3.46795, 4.54755)
H (-3.39174, 3.95086, 3.39315)
H (-3.84902, 2.16574, 3.84170)
H (-2.63482, 3.01925, 1.38178)
H (-0.97517, 2.61851, 2.35788)
H (-1.40047, 0.20614, 2.49131)
H (-3.35862, 0.46697, 2.49350)
H (-5.22658, -0.77806, 0.84561)
H (-4.86095, -2.18193, -0.35733)
H (-3.93342, -1.62010, 2.74758)
H (-4.54133, -3.24934, 2.02116)
H (-2.23293, -2.39643, 3.86973)
H (-1.58747, -4.03299, 3.16056)
H (0.17133, -2.02440, 1.79246)
H (0.59609, -3.14977, 3.24338)
H (0.02762, -1.33188, 3.58603)
H (-0.79305, -5.18208, -0.52280)
H (0.04165, -3.70768, 0.34895)
H (-0.48760, -5.28658, 1.41130)
H (-3.15826, -1.27247, -2.34906)
H (-4.97841, 0.31477, -2.36958)
H (-4.07472, 1.57359, -1.29690)
H (-2.74863, 1.19527, -4.27196)
H (-4.60205, 1.53813, -4.32228)
H (-3.13790, 3.34634, -2.15238)
H (-4.56104, 3.70717, -3.38338)
H (-2.66759, 5.17893, -4.19200)
H (-1.34342, 4.01291, -3.52922)
H (-3.12250, 3.51179, -5.92319)
H (0.75252, -1.03088, -1.26167)
H (-0.68042, -1.67157, -0.20003)
H (0.38525, -3.02985, -2.60653)
H (-1.41105, -3.28801, -1.87039)
H (-1.11613, -2.18164, -3.36720)
H (-0.93994, 1.95402, -2.93285)
H (0.62718, 1.15308, -2.25752)
H (0.87402, -2.45269, -4.92957)
H (3.52043, -2.78332, -5.73791)
H (5.39443, -0.64331, -5.80762)
H (4.50840, 1.92717, -5.14093)
H (1.83169, 2.30096, -4.24730)
H (-0.37206, 1.21394, 0.09292)
H (-1.75779, 2.30062, -0.67160)
C (8.08040, 3.62882, -2.42220)
C (8.30126, 4.45283, -3.66435)
C (7.33295, 3.82065, -4.64024)
O (6.23217, 3.32009, -3.86898)
C (6.59271, 3.35947, -2.48129)
H (8.38633, 4.13143, -1.50118)
H (8.63437, 2.68567, -2.49911)
H (8.01420, 5.49383, -3.47461)
H (9.33427, 4.44256, -4.02114)
H (7.78990, 2.97203, -5.16025)
H (6.96647, 4.53112, -5.38683)
H (6.02414, 4.16941, -2.01144)
H (6.31742, 2.41607, -2.00181)
C (0.25881, -9.18355, -2.14027)
C (1.04630, -9.62123, -0.93237)
C (1.20579, -8.32343, -0.17084)
O (0.05182, -7.52398, -0.46472)
C (-0.65478, -8.12783, -1.55711)
H (-0.28556, -9.99605, -2.62811)
H (0.93171, -8.72970, -2.87753)
H (0.45514, -10.33085, -0.34156)
H (2.00157, -10.09247, -1.17713)
H (2.08951, -7.77107, -0.50744)
H (1.28131, -8.47782, 0.90940)
H (-1.57123, -8.57419, -1.15599)
H (-0.93029, -7.36142, -2.28677)
C (0.46492, 4.52752, 8.71339)
C (1.61475, 5.19841, 8.00733)
C (1.31975, 4.88819, 6.55599)
O (-0.10614, 4.79598, 6.43166)
C (-0.67667, 4.75585, 7.74700)
H (0.26645, 4.92946, 9.71016)
H (0.66416, 3.45356, 8.80951)
H (1.57138, 6.28116, 8.17422)
H (2.59663, 4.84191, 8.32878)
H (1.74399, 3.92237, 6.26177)
H (1.69950, 5.65740, 5.87733)
H (-1.16366, 5.72003, 7.92928)
H (-1.43312, 3.96783, 7.79699)

The value obtained for the HOMO energy is -10.02 eV. The value obtained for the LUMO energy is -3.160 eV. The charge is +1. As for the total energy: -2126.692304 a.u. The value obtained for the max |F| is 8.2 eV/Å.

Atom charges from the Mulliken analysis, given in e for atoms 1 to 6: number 1, C, carries -0.764; number 2, C, carries -0.139; number 3, C, carries -0.762; number 4, C, carries -0.147; number 5, C, carries -0.233; number 6, N, carries 0.835